## i
Here is 2 unconnected molecules or ions with the total composition C3H9NO from the OMol25 dataset. Energies are from ωB97M-V/def2-TZVPD.

E_LUMO ... 0.0371 hartree
SMILES ... C/C=C/N.O
Spin multiplicity ... 1

Cartesian coordinates (Å):
1 H 0.3414 -2.2071 1.0802
2 H 2.3298 1.3819 -0.2253
3 H -2.5810 0.1698 0.4627
4 H -0.8471 1.7552 -0.2945
5 O -0.4428 -2.7709 1.0922
6 N -1.6078 0.0937 0.7162
7 H 0.7315 -0.8361 -0.5669
8 C 0.5239 0.2200 -0.5063
9 H -1.1680 -2.1416 0.9530
10 H -1.5112 -0.3843 1.5900
11 H 2.0626 0.7705 -1.9081
12 C -0.6377 0.6962 -0.0773
13 C 1.5977 1.1404 -0.9973
14 H 1.2087 2.1121 -1.3184

=====

## ii
Here is 2 unconnected molecules or ions with the total composition C3H9NO from the OMol25 dataset. Energies are from ωB97M-V/def2-TZVPD.

E_LUMO ... 0.0382 hartree
SMILES ... C=CO.CN
Spin multiplicity ... 1

Cartesian coordinates (Å):
1 H -1.5768 -2.6425 -0.7645
2 H 0.0032 -3.6631 0.7453
3 H -0.6684 -0.2407 0.3413
4 O -1.4004 -0.7435 -0.0085
5 H 0.6265 1.9809 1.1432
6 H -0.2091 1.1140 -1.3315
7 H 1.4484 3.0129 -0.0668
8 N 0.6643 1.3167 -0.8992
9 H 0.4725 -2.0737 1.4959
10 H -0.3059 2.9662 0.0229
11 C -0.0858 -2.5829 0.7240
12 C 0.5939 2.3595 0.1200
13 C -1.0251 -2.0646 -0.0390
14 H 1.4625 1.2608 -1.4832

=====

## iii
Here is 2 unconnected molecules or ions with the total composition C3H9NO from the OMol25 dataset. Energies are from ωB97M-V/def2-TZVPD.

E_LUMO ... 0.0263 hartree
SMILES ... C=CN.CO
Spin multiplicity ... 1

Cartesian coordinates (Å):
1 H -0.0678 1.0298 -0.7228
2 H 1.0018 2.9028 -0.3608
3 C -0.7432 4.2441 0.0823
4 H -0.3425 -4.1377 -0.4761
5 H -1.4652 1.7479 -1.2195
6 C 0.4401 -3.5481 0.1084
7 H -1.8692 4.2759 -0.1476
8 H -0.3348 4.6909 0.9792
9 H 0.3233 -4.4821 1.9308
10 O 0.8279 -4.5003 1.0959
11 H 1.2406 -3.1668 -0.5576
12 N -0.4334 1.8510 -1.1710
13 H 0.1046 -2.7589 0.6965
14 C -0.0602 3.1278 -0.3061

=====

Which of them is the most stable? Correct choice: i.

=====

## i
Here is 2 unconnected molecules or ions with the total composition C3H9NO from the OMol25 dataset. Energies are from ωB97M-V/def2-TZVPD.

E_LUMO ... 0.0345 hartree
SMILES ... CC=O.CN
Spin multiplicity ... 1

Cartesian coordinates (Å):
1 H 2.7833 1.0097 1.1848
2 H -2.7788 -0.0077 1.0856
3 N 2.0757 0.6440 0.5452
4 H 3.6316 -0.5224 -0.0008
5 H 2.1794 -1.0505 -0.8292
6 C -1.3869 -0.0131 -0.5036
7 C 2.5370 -0.6815 0.1500
8 H -2.5562 -1.5524 0.6406
9 C -1.9880 -0.6462 0.7299
10 H 2.0872 1.2653 -0.2568
11 H -1.3367 -0.7758 1.5388
12 H -0.2880 -0.1693 -0.6892
13 H 2.3308 -1.4194 1.0100
14 O -1.9444 0.8450 -1.2197

=====

## ii
Here is 2 unconnected molecules or ions with the total composition C3H9NO from the OMol25 dataset. Energies are from ωB97M-V/def2-TZVPD.

E_LUMO ... 0.0339 hartree
SMILES ... C=CCN.O
Spin multiplicity ... 1

Cartesian coordinates (Å):
1 H 0.7478 -2.3842 -0.3234
2 H -2.4493 -0.9011 2.4858
3 C -0.5861 -1.1053 0.7255
4 C -0.6041 -0.1158 1.8812
5 H 0.3604 -0.1537 2.3772
6 H -1.5137 -1.1738 0.1773
7 O 1.9554 2.4900 -4.9837
8 H -2.0516 0.4721 3.1953
9 H 1.3813 -1.7710 1.2213
10 H -0.7953 0.8466 1.3960
11 N -1.6575 -0.3958 2.8675
12 C 0.5475 -1.7579 0.5338
13 H 2.1542 3.3057 -4.4825
14 H 1.6867 3.1190 -5.6743

=====

## iii
Here is 2 unconnected molecules or ions with the total composition C3H9NO from the OMol25 dataset. Energies are from ωB97M-V/def2-TZVPD.

E_LUMO ... 0.0302 hartree
SMILES ... C=NCC.O
Spin multiplicity ... 1

Cartesian coordinates (Å):
1 C 1.3697 -0.7742 0.7408
2 H 0.1297 -1.1964 -2.5915
3 H -1.7830 1.2645 2.8834
4 H 1.1753 -1.7744 0.3876
5 H -0.3096 0.6162 -2.5512
6 H -1.0039 -1.1212 -0.3193
7 O -1.2235 1.9491 2.4836
8 H -0.6130 1.3212 2.0627
9 C 0.1487 -0.2640 -2.0390
10 H 1.9757 -0.5088 1.6097
11 H -1.2129 0.5582 -0.6165
12 C -0.4337 -0.1937 -0.5696
13 H 1.1998 -0.0469 -1.8918
14 N 0.5806 0.1703 0.4111

=====

## iv
Here is C3H9NO in the gas phase from the OMol25 dataset. Energies are from ωB97M-V/def2-TZVPD.

E_LUMO ... 0.0372 hartree
SMILES ... NCCCO
Spin multiplicity ... 1

Cartesian coordinates (Å):
1 H -1.2993 -0.8008 0.5145
2 O 2.5416 -0.7179 0.0523
3 H 0.7512 -1.5315 0.5251
4 C 1.1947 -0.5486 0.5479
5 H 0.7637 1.3372 -0.4322
6 H 1.1354 -0.2726 1.6337
7 H -2.5239 0.9357 0.8398
8 C 0.4799 0.2762 -0.5018
9 H -1.4496 -0.0573 -1.2386
10 C -1.0260 0.0952 -0.2451
11 N -1.7055 1.2626 0.2910
12 H -2.1075 1.7585 -0.4742
13 H 2.6819 -1.6695 0.0268
14 H 0.5635 -0.0672 -1.5391

=====

Which of them is the most stable? Correct choice: iv.

=====

## i
Here is 2 unconnected molecules or ions with the total composition C3H9NO from the OMol25 dataset. Energies are from ωB97M-V/def2-TZVPD.

E_LUMO ... 0.0383 hartree
SMILES ... C=NCC.O
Spin multiplicity ... 1

Cartesian coordinates (Å):
1 H -0.1916 0.5667 -3.0675
2 H -0.5409 1.6371 2.0589
3 H -0.0961 -1.9402 -0.5341
4 H -0.6464 -2.5889 0.9584
5 C -0.5606 -1.6487 0.4056
6 H 1.2803 -0.9683 1.2365
7 H -1.5695 -1.3246 0.1887
8 H -0.1412 2.6359 0.5521
9 C 0.2514 -0.6102 1.1393
10 O 0.3623 0.0416 -2.4828
11 N 0.2819 0.6461 0.4212
12 H 0.1984 0.3314 -1.5632
13 H -0.0326 -0.4529 2.1886
14 C -0.1547 1.6632 1.0338

=====

## ii
Here is 2 unconnected molecules or ions with the total composition C3H9NO from the OMol25 dataset. Energies are from ωB97M-V/def2-TZVPD.

E_LUMO ... 0.0364 hartree
SMILES ... C=C.NCO
Spin multiplicity ... 1

Cartesian coordinates (Å):
1 H -2.1203 0.8457 -3.2093
2 H 4.0730 -2.3847 3.6202
3 O -3.8200 1.1671 -2.1491
4 H -2.1621 2.4246 -2.2464
5 H -4.2865 1.6123 -2.8641
6 H -1.9279 1.1027 -0.3253
7 N -1.7314 0.6753 -1.2246
8 C 3.2847 -1.9913 2.9979
9 C 3.5398 -1.0219 2.1442
10 H 2.8848 -0.3129 1.6611
11 H -2.2291 -0.2120 -1.1892
12 H 2.3325 -2.5050 3.0957
13 H 4.5798 -0.7663 1.9885
14 C -2.4174 1.3664 -2.2994

=====

## iii
Here is 2 unconnected molecules or ions with the total composition C3H9NO from the OMol25 dataset. Energies are from ωB97M-V/def2-TZVPD.

E_LUMO ... 0.0002 hartree
SMILES ... C=NCC.O
Spin multiplicity ... 1

Cartesian coordinates (Å):
1 H -0.1351 1.3458 1.1462
2 C 0.1209 -0.9635 0.2226
3 N -0.2519 0.2534 -0.4725
4 C -0.0023 1.4079 0.0390
5 H -2.3918 0.3403 -1.4402
6 H 1.5153 -0.1045 1.6720
7 H 0.7558 2.0207 -0.4161
8 C 1.4317 -0.9390 0.9791
9 H 2.3850 -0.9785 0.2969
10 H -1.7072 1.4301 -2.1475
11 H -0.6936 -1.1401 0.9437
12 H 0.0679 -1.8978 -0.3765
13 O -2.6022 1.0979 -2.0036
14 H 1.5075 -1.8727 1.5570

=====

## iv
Here is 3 unconnected molecules or ions with the total composition C3H9NO from the OMol25 dataset. Energies are from ωB97M-V/def2-TZVPD.

E_LUMO ... 0.0318 hartree
Spin multiplicity ... 1

Cartesian coordinates (Å):
1 H 0.6591 1.9365 0.2230
2 H -0.8623 1.8114 -0.6839
3 O 2.2246 0.0660 -0.2413
4 H 1.1586 -1.3832 -1.0338
5 C -0.2802 1.3953 0.1441
6 H -1.8077 -0.9676 0.6304
7 H 0.9482 -0.3076 1.5005
8 H -0.9519 -1.9636 -0.5574
9 H -1.8773 -0.5455 -1.0749
10 C -1.2255 -0.9418 -0.2912
11 H -0.8548 1.5303 1.0603
12 C -0.0231 -0.0660 -0.0970
13 N 1.1020 -0.4053 -0.7408
14 H 1.7902 -0.1589 1.1620

=====

Which of them is the most stable? Correct choice: i.

=====

## i
Here is 2 unconnected molecules or ions with the total composition C3H9NO from the OMol25 dataset. Energies are from ωB97M-V/def2-TZVPD.

E_LUMO ... 0.0295 hartree
SMILES ... C=C.NCO
Spin multiplicity ... 1

Cartesian coordinates (Å):
1 H -0.5245 -0.2215 1.0363
2 N -0.1550 -0.7298 1.8348
3 H 1.2386 -0.0632 3.2275
4 H -0.8222 -0.5877 2.5813
5 H -1.1503 1.0482 -2.2020
6 H 0.8017 1.2725 0.8593
7 H 0.2728 0.2564 -3.1788
8 O 1.3300 1.1945 1.6622
9 H -2.4786 -0.7987 -2.4919
10 C 1.1545 -0.1439 2.1494
11 H 1.8812 -0.7602 1.6528
12 C -0.7553 0.2706 -2.8477
13 C -1.6137 -0.7135 -3.1339
14 H -1.4125 -1.3711 -3.9692

=====

## ii
Here is 2 unconnected molecules or ions with the total composition C3H9NO from the OMol25 dataset. Energies are from ωB97M-V/def2-TZVPD.

E_LUMO ... 0.0316 hartree
SMILES ... C=C.NCO
Spin multiplicity ... 1

Cartesian coordinates (Å):
1 H 2.0254 1.9824 -2.0077
2 H 2.4077 0.9189 -0.1288
3 H 3.6809 3.2532 -0.0890
4 O 1.7648 2.5254 -1.2018
5 H 1.1408 1.8272 0.7732
6 N 3.0497 2.7699 0.6310
7 H -2.5233 -3.9764 -1.0628
8 H 2.5679 3.5871 1.1912
9 C -3.2464 -3.4706 -0.4432
10 H -4.1528 -3.4046 -1.0307
11 H -2.0246 -2.7935 1.2818
12 C -2.9316 -2.8954 0.7571
13 C 2.0363 1.9411 0.0306
14 H -3.7948 -2.2648 1.2992

=====

## iii
Here is C3H9NO in the gas phase from the OMol25 dataset. Energies are from ωB97M-V/def2-TZVPD.

E_LUMO ... 0.0384 hartree
SMILES ... CCNCO
Spin multiplicity ... 1

Cartesian coordinates (Å):
1 H 0.3676 -1.8031 1.0958
2 H 1.6472 0.8901 1.6368
3 C 1.1194 -0.0177 1.8922
4 H 0.3336 0.2665 2.5736
5 H 1.2521 -0.8022 -0.1111
6 C -0.9440 -0.0632 -1.1330
7 H -0.1051 1.6957 -1.1922
8 H -1.2127 0.3551 0.8470
9 H 1.7141 -0.7179 2.4811
10 O -0.0779 0.9220 -1.7714
11 H -0.6561 -0.9530 -1.6539
12 H -1.9860 0.2062 -1.2785
13 C 0.5476 -0.8062 0.7202
14 N -0.6943 -0.2490 0.2316

=====

Which of them is the most stable? Correct choice: iii.

=====

## i
Here is 2 unconnected molecules or ions with the total composition C5H12N4 from the OMol25 dataset. Energies are from ωB97M-V/def2-TZVPD.

E_LUMO ... -0.3324 hartree
Charge ... +2
Spin multiplicity ... 1

Cartesian coordinates (Å):
1 C 0.6249 0.9629 -6.8410
2 H -1.5093 -2.7472 9.8567
3 H 0.0740 -2.6543 8.9157
4 H -3.0046 1.2990 -9.2889
5 H -0.2748 -2.6654 11.9924
6 H 0.9182 -1.6710 11.0439
7 H 0.4451 0.3099 -5.9807
8 C -0.4269 -2.6718 9.8777
9 H 0.8694 3.0691 -7.2823
10 C -1.0806 1.3602 -8.4924
11 C 0.7046 2.4256 -6.4213
12 H 1.5388 2.5432 -5.7374
13 N -2.0679 -0.9250 -10.9685
14 N -2.1195 0.7897 -9.3698
15 N -2.0776 -0.1303 -10.1969
16 C 0.3001 -2.5947 11.0701
17 H 1.5746 0.6368 -7.2803
18 H 1.1613 -3.2918 11.0608
19 H -1.1229 2.4491 -8.5648
20 H -0.2025 2.7389 -5.9101
21 N -0.3708 0.6411 -7.7816

=====

## ii
Here is a gas-phase ion, C5H12N4 (charge +2) from the OMol25 dataset. Energies are from ωB97M-V/def2-TZVPD.

E_LUMO (spin up / spin down) ... -0.4215 / -0.4032 hartree
Charge ... +2
Spin multiplicity ... 1

Cartesian coordinates (Å):
1 C -2.3910 -1.5440 0.0113
2 H 2.2033 1.6006 -0.6022
3 H 3.1268 -1.9880 0.1546
4 C 2.6931 -1.0311 -0.0357
5 C 1.2194 1.7257 -0.0915
6 H -1.2538 1.8966 0.8298
7 H 1.2354 2.0024 0.9820
8 N 1.2786 -0.8386 -0.0334
9 H -2.7794 -1.9249 -0.8587
10 N -0.7289 0.2277 -0.0519
11 H -2.6687 0.9270 0.3987
12 C -1.6619 1.3681 0.0508
13 N -1.1794 -0.9236 -0.1794
14 C 0.6286 0.4290 -0.0046
15 H -1.6553 1.9903 -0.8387
16 H 3.2152 -0.4119 0.6492
17 N 0.6492 -1.9441 -0.0444
18 H 0.4459 2.3562 -0.6210
19 H 3.0652 -0.6543 -0.9180
20 H -3.1548 -0.8854 0.4454
21 H -2.2876 -2.3775 0.7579

=====

Which of them is the most stable? Correct choice: i.

=====

## i
Here is a molecular structure, C8H10 from the OMol25 dataset. Energies are from ωB97M-V/def2-TZVPD.

E_LUMO (spin up / spin down) ... -0.0313 / -0.0314 hartree
Spin multiplicity ... 1

Cartesian coordinates (Å):
1 C -0.6155 0.9367 -1.6839
2 H 1.2511 -3.1570 -1.0896
3 H -1.5381 0.8158 0.2370
4 C 0.5357 -0.4731 1.8813
5 H 1.5911 0.2677 -0.2529
6 H -1.1739 -2.1058 1.6706
7 H 0.3547 0.4274 -2.0570
8 H -0.2074 1.8989 0.2006
9 C -0.4628 0.9803 -0.1235
10 H -0.5689 1.9372 -2.1564
11 C 0.6500 -0.0446 0.3657
12 C 0.8025 -2.7512 -0.1616
13 C -0.1603 -1.8032 1.3762
14 C 0.1430 -1.3902 -0.0521
15 H -1.5864 0.4142 -2.1522
16 H -0.0017 0.1893 2.6282
17 H 1.6010 -0.8778 2.1156
18 C 0.7933 -3.1277 1.1809

=====

## ii
Here is C8H10 in the gas phase from the OMol25 dataset. Energies are from ωB97M-V/def2-TZVPD.

E_LUMO ... 0.0388 hartree
SMILES ... Cc1ccc(C)cc1
Spin multiplicity ... 1

Cartesian coordinates (Å):
1 H 3.3149 -0.8965 -0.3720
2 C 0.6672 1.2876 -0.0558
3 C -0.7242 1.2200 -0.0694
4 C 2.8388 -0.0654 0.1768
5 C -2.9045 -0.1182 0.1362
6 C 0.7913 -1.1394 -0.1750
7 H 1.2869 2.2145 -0.3321
8 H -1.2360 -2.0597 -0.1399
9 H -3.3016 0.8630 -0.2683
10 H -3.5174 -0.3065 1.1386
11 H -1.2957 2.1249 -0.1940
12 H 1.2677 -2.1545 -0.3174
13 H 3.5397 0.9581 -0.0803
14 H -3.1536 -0.7114 -0.7098
15 H 3.1242 -0.1955 1.2549
16 C 1.3020 0.0747 -0.0499
17 C -1.4096 0.0095 0.0829
18 C -0.5901 -1.1051 -0.0254

=====

## iii
Here is C8H10 in the gas phase from the OMol25 dataset. Energies are from ωB97M-V/def2-TZVPD.

E_LUMO ... 0.0392 hartree
SMILES ... CCc1ccccc1
Spin multiplicity ... 1

Cartesian coordinates (Å):
1 H -0.3734 -0.0986 -2.1750
2 C 0.0142 -2.5033 0.7004
3 C 0.3607 0.6271 1.0261
4 H 0.3716 -1.9051 -1.2780
5 C 0.2919 -0.1038 -0.1510
6 H 0.3644 -3.5083 0.4492
7 H 0.2624 2.5606 1.8518
8 H -1.0649 -2.4653 0.5466
9 H 0.8021 0.1898 1.9094
10 C 0.6584 -1.5378 -0.2912
11 H -1.0375 2.2732 -2.2306
12 C -0.5820 1.8609 -1.3401
13 H -1.1184 3.4970 -0.0267
14 C -0.5317 2.5962 -0.1528
15 H 0.0810 -2.3773 1.7830
16 C -0.2498 0.5221 -1.3016
17 H 1.7577 -1.6023 -0.2969
18 C -0.0068 1.9749 0.9776

=====

Which of them is the most stable? Correct choice: iii.